# 1
This record from OMol25 describes C21H25N3O3PdS2Se4 as an isolated structure. The level of theory is ωB97M-V with the def2-TZVPD basis set.

Structure (ORCA input):
```
! wB97M-V def2-TZVPD RIJCOSX def2/J DEFGRID3
* xyz -2 1
Pd -2.48 2.97 0.18
O 2.34 0.34 -3.56
S 3.18 0.37 -2.32
C 2.36 -0.64 -1.05
C 1.09 -0.05 -0.45
C 0.25 -1.07 0.32
C 0.93 -1.87 1.42
S 1.87 -1.03 2.75
O 3.17 -0.57 2.16
C 0.85 0.42 2.99
C 1.42 1.66 2.76
C 0.64 2.79 2.89
C -0.69 2.69 3.26
C -1.24 1.44 3.53
C -0.47 0.30 3.39
C 2.93 1.98 -1.58
C 1.84 2.73 -1.98
C 1.60 3.95 -1.38
C 2.47 4.43 -0.41
C 3.57 3.68 -0.03
C 3.81 2.44 -0.61
H 3.12 -0.79 -0.28
H 2.17 -1.58 -1.57
H 0.45 0.38 -1.22
H 1.36 0.77 0.22
H -0.13 -1.81 -0.39
H -0.63 -0.55 0.70
H 1.69 -2.55 1.03
H 0.20 -2.48 1.96
H 2.45 1.70 2.42
H 1.05 3.77 2.65
H -1.31 3.57 3.29
H -2.29 1.37 3.78
H -0.92 -0.68 3.55
H 1.16 2.33 -2.74
H 0.71 4.52 -1.64
H 2.25 5.38 0.07
H 4.24 4.05 0.74
H 4.65 1.84 -0.30
Se -3.40 1.39 -2.20
Se -3.62 0.90 0.09
Se -3.52 4.31 1.85
Se -1.73 5.33 0.74
C -2.99 -5.76 -0.41
N -2.58 -4.58 -1.13
C -3.37 -3.47 -1.12
C -3.02 -2.34 -1.75
C -1.74 -2.36 -2.41
N -0.96 -3.44 -2.44
C -1.33 -4.58 -1.81
O -0.66 -5.60 -1.78
N -1.33 -1.24 -3.01
H -3.02 -5.58 0.67
H -2.27 -6.55 -0.62
H -3.98 -6.08 -0.73
H -4.29 -3.56 -0.55
H -3.61 -1.44 -1.72
H -1.86 -0.37 -2.85
H -0.38 -1.19 -3.34
*
```

Values from the calculation:
HOMO level: -0.873 eV
strongest force on any atom: 0.50 eV/A
energy relative to the best compared isomer or geometry (same formula, charge and spin): 0.0 kJ/mol
gap between HOMO and LUMO: 0.18111 Ha

***

# 2
This record from OMol25 describes C21H25N3O3Tl as an isolated structure at a distorted geometry. The level of theory is ωB97M-V with the def2-TZVPD basis set.

Structure (ORCA input):
```
! wB97M-V def2-TZVPD RIJCOSX def2/J DEFGRID3
* xyz 1 1
C -0.88 -1.83 -4.68
C -1.22 -1.10 -5.85
H -0.60 -2.86 -4.87
H -1.59 -1.70 -3.79
C -1.24 0.35 -5.70
C -0.95 0.88 -4.46
H -0.89 0.23 -3.57
H -0.77 1.97 -4.39
C -1.48 -1.74 -7.23
H -1.25 -2.80 -7.18
H -0.86 -1.32 -8.04
H -2.52 -1.65 -7.60
C -1.68 1.30 -6.81
H -2.71 1.12 -7.17
H -1.01 1.25 -7.67
H -1.64 2.33 -6.40
Tl -0.56 -1.42 2.18
O 0.11 -0.89 -0.68
C 0.92 -0.27 -1.40
O 0.71 0.66 1.37
C 1.52 1.13 0.55
O 2.37 2.10 0.87
N 1.71 0.77 -0.81
C 3.23 2.43 -0.27
C 2.76 1.61 -1.44
H 4.25 2.16 0.03
H 3.13 3.51 -0.43
H 3.55 1.00 -1.88
H 2.37 2.25 -2.26
C 1.10 -0.49 -2.84
C 0.84 -1.69 -3.47
H 1.32 0.43 -3.41
H 0.41 -2.44 -2.81
H 1.52 -2.11 -4.27
N -1.69 1.33 4.16
C -1.52 0.81 5.41
C -2.45 1.04 6.44
C -2.31 0.35 7.66
C -1.24 -0.51 7.90
C -0.22 -0.71 6.93
C 0.95 -1.47 7.14
C 1.83 -1.66 6.09
C 1.52 -1.12 4.83
N 0.43 -0.39 4.61
C -0.39 -0.09 5.63
H -2.53 1.91 4.07
H -0.88 1.65 3.60
H -3.29 1.73 6.30
H -3.04 0.49 8.45
H -1.13 -1.09 8.82
H 1.11 -1.90 8.13
H 2.74 -2.23 6.21
H 2.16 -1.32 3.98
*
```

Values from the calculation:
HOMO level (alpha / beta): -10.055 / -10.054 eV
strongest force on any atom: 2.52 eV/A
gap between HOMO and LUMO (alpha / beta): 0.24746 / 0.24734 Ha

***

# 3
This record from OMol25 describes one molecule with the formula C21H25N3O6S at a distorted geometry. The level of theory is ωB97M-V with the def2-TZVPD basis set.

Structure (ORCA input):
```
! wB97M-V def2-TZVPD RIJCOSX def2/J DEFGRID3
* xyz 0 1
C 0.13 3.09 -1.32
N -0.19 1.87 -2.03
C 0.25 1.89 -3.42
S -1.88 1.58 -2.02
O -2.56 2.73 -2.53
O -2.07 0.32 -2.68
C -2.24 1.37 -0.28
C -2.59 2.46 0.50
C -2.80 2.29 1.85
C -2.67 1.02 2.42
C -2.82 0.83 3.90
O -3.78 1.21 4.54
N -1.78 0.16 4.46
C -0.59 -0.18 3.79
C 0.17 0.83 3.19
C 1.26 0.50 2.41
C 1.61 -0.83 2.21
O 2.68 -1.05 1.38
C 2.80 -2.32 0.78
C 1.61 -2.70 -0.11
O 1.01 -3.74 0.08
N 1.26 -1.81 -1.06
C 1.99 -0.63 -1.46
C 2.60 -0.89 -2.85
O 1.60 -1.21 -3.79
C 0.87 -2.35 -3.39
C 0.22 -2.15 -2.02
C 0.88 -1.83 2.85
C -0.20 -1.50 3.64
C -2.42 -0.08 1.60
C -2.19 0.10 0.25
H -0.13 2.96 -0.27
H 1.20 3.28 -1.40
H -0.42 3.95 -1.73
H 0.00 0.94 -3.87
H 1.33 2.03 -3.44
H -0.23 2.70 -3.98
H -2.69 3.43 0.03
H -3.06 3.12 2.49
H -1.89 -0.12 5.43
H -0.11 1.86 3.32
H 1.85 1.27 1.93
H 3.72 -2.27 0.19
H 2.93 -3.12 1.53
H 2.77 -0.38 -0.75
H 1.28 0.20 -1.53
H 3.10 0.00 -3.23
H 3.33 -1.72 -2.78
H 0.10 -2.51 -4.15
H 1.53 -3.23 -3.36
H -0.28 -3.06 -1.69
H -0.49 -1.32 -2.08
H 1.13 -2.87 2.71
H -0.77 -2.28 4.12
H -2.39 -1.07 2.02
H -1.98 -0.73 -0.40
*
```

Values from the calculation:
HOMO level: -8.758 eV
strongest force on any atom: 1.20 eV/A
energy relative to the best compared isomer or geometry (same formula, charge and spin): 142.2 kJ/mol
gap between HOMO and LUMO: 0.32298 Ha

***

# 4
This record from OMol25 describes one molecule with the formula C21H25N5O5S2 at a distorted geometry. The level of theory is ωB97M-V with the def2-TZVPD basis set.

Structure (ORCA input):
```
! wB97M-V def2-TZVPD RIJCOSX def2/J DEFGRID3
* xyz 0 1
C -0.70 6.76 5.62
C 0.56 6.03 6.06
O 0.74 4.82 5.32
C 0.08 3.74 5.75
O -0.63 3.72 6.73
C 0.35 2.60 4.89
S 1.41 2.78 3.51
C 1.14 1.07 3.18
N 1.77 0.50 2.12
C 1.65 -0.77 1.61
O 2.35 -1.10 0.68
C 0.64 -1.66 2.28
S 0.26 -3.05 1.17
C -0.36 -2.06 -0.13
N -0.85 -0.86 0.01
N -1.23 -0.45 -1.20
C -0.97 -1.39 -2.07
C -1.30 -1.30 -3.49
C -2.51 -0.70 -3.84
C -2.87 -0.59 -5.17
C -2.03 -1.07 -6.17
O -2.49 -0.93 -7.45
C -1.68 -1.38 -8.51
C -0.81 -1.64 -5.82
C -0.45 -1.75 -4.49
N -0.40 -2.46 -1.43
C 0.10 -3.71 -1.93
C 1.64 -3.72 -1.92
O 2.11 -2.78 -2.86
C 3.38 -2.25 -2.54
N 0.36 0.47 4.01
C -0.10 1.30 4.98
C -1.03 0.77 6.01
H -1.58 6.16 5.85
H -0.78 7.70 6.15
H -0.68 6.96 4.55
H 1.45 6.63 5.85
H 0.51 5.79 7.12
H 2.41 1.10 1.60
H -0.28 -1.11 2.48
H 1.03 -2.07 3.20
H -3.15 -0.33 -3.06
H -3.81 -0.14 -5.45
H -1.50 -2.46 -8.44
H -0.72 -0.85 -8.54
H -2.24 -1.16 -9.42
H -0.12 -2.00 -6.57
H 0.52 -2.15 -4.24
H -0.27 -3.86 -2.94
H -0.25 -4.52 -1.28
H 2.00 -4.73 -2.17
H 1.99 -3.46 -0.92
H 3.36 -1.76 -1.56
H 3.60 -1.52 -3.32
H 4.14 -3.03 -2.54
H -0.56 -0.08 6.50
H -1.27 1.54 6.73
H -1.94 0.41 5.53
*
```

Values from the calculation:
HOMO level: -7.899 eV
strongest force on any atom: 1.27 eV/A
energy relative to the best compared isomer or geometry (same formula, charge and spin): 41.3 kJ/mol
gap between HOMO and LUMO: 0.30064 Ha

***

# 5
This record from OMol25 describes C21H25NO as an isolated structure at a distorted geometry. The level of theory is ωB97M-V with the def2-TZVPD basis set.

Structure (ORCA input):
```
! wB97M-V def2-TZVPD RIJCOSX def2/J DEFGRID3
* xyz 0 1
C 4.33 1.46 -0.11
H 4.42 0.27 -0.14
H 4.46 1.59 -1.15
H 5.16 1.87 0.42
C 3.09 1.85 0.11
N 2.90 1.85 1.75
C 1.80 2.78 2.34
C 0.51 2.20 1.83
H 0.23 1.21 2.08
H 0.30 2.43 0.74
H -0.22 2.89 2.57
H 2.25 3.54 2.18
H 1.92 2.45 3.22
C 2.89 0.33 2.35
C 2.01 -0.59 1.62
C 1.07 -1.09 1.23
C -0.05 -1.93 0.49
H 0.34 -2.50 -0.25
H -0.36 -2.89 1.41
C -1.22 -1.07 0.33
C -2.17 -2.08 -0.39
C -3.30 -2.37 0.62
C -4.29 -3.35 0.04
C -4.25 -3.62 -1.27
C -2.98 -3.56 -2.17
C -2.24 -2.54 -1.69
H -1.39 -2.04 -2.46
H -3.07 -3.76 -3.12
H -4.96 -4.26 -1.77
H -5.16 -3.62 0.53
H -3.33 -2.27 1.53
C -0.75 -0.12 -0.87
C 0.32 -0.03 -1.45
C 0.60 1.07 -2.52
C -0.37 2.01 -2.72
C -1.64 1.77 -1.84
C -1.74 0.75 -1.18
H -2.96 0.98 -0.47
H -2.37 2.60 -2.17
H -0.16 2.79 -3.21
H 1.36 1.14 -2.94
H 1.10 -0.53 -1.09
O -1.55 -0.45 1.45
H -2.22 0.28 1.16
H 4.05 -0.06 2.10
H 2.68 0.33 3.25
H 2.79 2.96 0.01
H 2.13 1.32 -0.34
*
```

Values from the calculation:
HOMO level: -7.800 eV
strongest force on any atom: 16.54 eV/A
energy relative to the best compared isomer or geometry (same formula, charge and spin): 1957.5 kJ/mol
gap between HOMO and LUMO: 0.29994 Ha

***

# 6
This record from OMol25 describes one molecule with the formula C21H25NO4. The level of theory is ωB97M-V with the def2-TZVPD basis set.

Structure (ORCA input):
```
! wB97M-V def2-TZVPD RIJCOSX def2/J DEFGRID3
* xyz 0 1
C 2.93 -6.47 0.51
C 2.35 -5.17 1.06
O 1.43 -4.67 0.11
C 0.76 -3.53 0.38
C 0.91 -2.75 1.52
C 0.17 -1.60 1.69
C -0.74 -1.19 0.72
C -1.56 0.06 0.93
C -3.06 -0.28 1.01
C -3.29 -1.36 2.02
O -3.76 -2.44 1.79
O -2.90 -1.00 3.25
N -1.31 1.01 -0.14
C -1.13 2.33 0.09
O -1.24 2.83 1.19
C -0.74 3.11 -1.17
C -1.09 4.59 -1.03
C -2.60 4.82 -1.11
C 0.74 2.90 -1.36
C 1.63 3.26 -0.35
C 2.99 3.07 -0.52
C 3.48 2.52 -1.69
C 2.60 2.16 -2.70
C 1.24 2.35 -2.53
C -0.89 -1.96 -0.42
C -0.15 -3.11 -0.60
H 3.42 -6.28 -0.44
H 3.64 -6.88 1.21
H 2.13 -7.19 0.34
H 1.85 -5.36 2.01
H 3.16 -4.44 1.22
H 1.61 -3.04 2.30
H 0.30 -1.01 2.58
H -1.27 0.56 1.86
H -3.43 -0.62 0.04
H -3.61 0.62 1.31
H -3.05 -1.72 3.88
H -1.16 0.64 -1.06
H -1.27 2.69 -2.03
H -0.73 4.95 -0.07
H -0.59 5.15 -1.82
H -2.83 5.87 -1.01
H -3.10 4.28 -0.30
H -3.00 4.46 -2.06
H 1.25 3.67 0.57
H 3.67 3.35 0.27
H 4.54 2.38 -1.82
H 2.98 1.74 -3.62
H 0.56 2.07 -3.32
H -1.60 -1.67 -1.19
H -0.27 -3.72 -1.48
*
```

Values from the calculation:
HOMO level: -8.581 eV
strongest force on any atom: 0.79 eV/A
energy relative to the best compared isomer or geometry (same formula, charge and spin): 4.2 kJ/mol
gap between HOMO and LUMO: 0.33937 Ha